(1)
{"formula": "C33H28N6O2Pt", "method": "the ωB97M-V functional and the def2-TZVPD basis", "species": ["Pt", "O", "O", "N", "N", "N", "N", "N", "N", "C", "C", "C", "C", "C", "C", "C", "C", "C", "C", "C", "C", "C", "C", "C", "C", "C", "C", "C", "C", "C", "C", "C", "C", "C", "C", "C", "C", "C", "C", "C", "C", "C", "H", "H", "H", "H", "H", "H", "H", "H", "H", "H", "H", "H", "H", "H", "H", "H", "H", "H", "H", "H", "H", "H", "H", "H", "H", "H", "H", "H"], "coordinates": [[0.22, -0.07, 0.17], [1.10, 0.31, -1.82], [5.63, -4.08, 2.00], [-2.98, -0.86, 1.27], [6.61, 1.03, -1.74], [2.29, 0.60, 0.60], [7.32, 0.28, -1.06], [-1.05, 0.23, 2.09], [-1.81, -0.35, -0.73], [-3.92, -1.47, -0.82], [-2.65, -0.68, 3.61], [5.88, -1.75, -0.85], [4.44, 0.92, -0.48], [2.66, -2.52, 3.54], [5.01, 1.13, 0.80], [-2.18, -0.42, 2.31], [4.51, 0.91, -2.88], [3.05, 0.70, -0.54], [5.97, -3.04, 1.18], [-0.37, 0.69, 3.15], [6.77, -0.83, -0.32], [5.48, -2.86, -0.11], [1.67, -2.86, 4.45], [-2.87, -0.88, -0.11], [1.05, -2.48, 1.71], [0.71, -2.20, 0.32], [-1.92, -0.24, 4.68], [-0.75, 0.48, 4.46], [6.89, -2.13, 1.71], [5.18, 0.94, -1.68], [0.37, -3.04, 3.98], [2.36, -2.34, 2.20], [4.79, -5.08, 1.46], [2.36, 0.55, -1.80], [-2.77, -0.94, -2.84], [2.87, 0.72, 1.77], [4.24, 1.03, 1.91], [-1.78, -0.38, -2.08], [7.30, -1.06, 0.95], [-3.87, -1.50, -2.19], [0.06, -2.85, 2.64], [3.13, 0.70, -2.95], [7.28, -2.30, 2.70], [-0.17, -2.74, -0.03], [5.09, 1.00, -3.79], [5.26, -5.57, 0.60], [-0.42, -3.32, 4.67], [-0.95, -3.00, 2.29], [6.06, 1.38, 0.88], [-0.15, 0.86, 5.27], [-3.83, -1.30, 1.59], [4.65, -5.81, 2.25], [4.65, 1.17, 2.90], [2.63, 0.63, -3.91], [2.27, 0.54, 2.64], [8.04, -0.36, 1.33], [3.68, -2.40, 3.87], [-2.69, -0.94, -3.92], [-3.58, -1.22, 3.75], [1.91, -3.01, 5.49], [-4.76, -1.89, -0.28], [-0.89, 0.05, -2.52], [3.15, -2.07, 1.50], [1.54, -2.32, -0.37], [-2.27, -0.43, 5.69], [4.80, -3.57, -0.55], [0.51, 1.27, 2.92], [-4.68, -1.95, -2.75], [3.82, -4.68, 1.17], [5.49, -1.62, -1.85]], "multiplicity": 3, "lumo_energy_ev": [0.228, -0.158], "s_squared": 2.01, "gap_ev": [6.052, 6.650]}

---

(2)
{"formula": "C21H30N4O3S", "method": "the ωB97M-V functional and the def2-TZVPD basis", "species": ["S", "O", "O", "O", "N", "N", "N", "N", "C", "C", "C", "C", "C", "C", "C", "C", "C", "C", "C", "C", "C", "C", "C", "C", "C", "C", "C", "C", "C", "H", "H", "H", "H", "H", "H", "H", "H", "H", "H", "H", "H", "H", "H", "H", "H", "H", "H", "H", "H", "H", "H", "H", "H", "H", "H", "H", "H", "H", "H"], "coordinates": [[-2.77, 1.31, -4.55], [0.21, 0.31, 1.15], [-0.47, 2.92, -1.14], [0.05, -1.05, -3.28], [0.19, -1.34, -1.04], [-3.14, -2.34, -1.86], [0.18, 2.56, 1.37], [-0.73, 2.98, -2.45], [-0.57, -3.28, 1.19], [-0.29, 0.84, -1.90], [-0.20, 1.65, -0.78], [1.62, 3.53, 3.12], [0.50, -2.75, -1.10], [-3.34, -1.13, -1.38], [3.02, 2.94, 2.90], [-3.27, 0.02, -2.17], [-2.76, -1.41, -4.02], [4.06, 3.94, 3.40], [-0.64, 1.77, -2.94], [0.73, -3.64, 1.90], [3.28, 2.59, 1.44], [0.08, 1.42, 0.66], [-0.01, -0.61, -2.14], [-1.73, -4.05, 1.81], [-0.94, 1.48, -4.35], [-2.96, -0.14, -3.51], [-0.52, -3.59, -0.31], [0.46, 2.59, 2.78], [-2.86, -2.48, -3.14], [-1.57, -5.13, 1.71], [0.06, 3.44, 0.89], [-3.56, -1.06, -0.32], [-1.51, -3.42, -0.74], [5.06, 3.52, 3.30], [1.52, 3.81, 4.17], [-2.67, -3.80, 1.32], [-2.52, -1.55, -5.06], [-0.76, -2.21, 1.33], [3.08, 3.44, 0.80], [0.99, -4.68, 1.72], [-0.68, 2.32, -4.99], [0.63, -3.49, 2.97], [4.02, 4.86, 2.82], [4.32, 2.30, 1.31], [0.69, 1.56, 3.09], [3.10, 2.03, 3.50], [-2.70, -3.49, -3.48], [0.48, -3.04, -2.15], [-3.45, 1.00, -1.75], [1.51, 4.45, 2.53], [3.90, 4.18, 4.44], [-0.47, 0.55, -4.67], [0.17, -0.91, -0.12], [1.51, -2.91, -0.71], [1.55, -3.01, 1.55], [-1.83, -3.82, 2.87], [2.66, 1.75, 1.12], [-0.26, -4.64, -0.45], [-0.44, 2.92, 3.31]], "smiles": "CC(C)CCNC(=O)c1onc(CSc2ccncc2)c1C(=O)NCCC(C)C", "de_lowest_kcal_mol": 31.0, "lumo_energy_ev": -0.130, "gap_ev": 8.876}

---

(3)
{"formula": "C5H13N4", "method": "the ωB97M-V functional and the def2-TZVPD basis", "species": ["N", "N", "N", "N", "C", "C", "C", "C", "C", "H", "H", "H", "H", "H", "H", "H", "H", "H", "H", "H", "H", "H"], "coordinates": [[1.01, 2.15, 0.01], [1.51, 1.21, -0.68], [-0.83, -0.13, -0.99], [0.04, 0.63, 1.48], [-1.32, 0.74, 1.27], [1.24, -1.42, -1.60], [0.64, -0.54, 0.86], [-1.78, 0.65, -0.20], [0.43, -0.49, -0.66], [-1.83, 1.66, 1.66], [-1.12, -0.50, -1.90], [0.64, -1.33, -2.58], [-1.84, 1.76, -0.68], [0.20, 2.52, -0.53], [-1.82, -0.14, 1.84], [-2.64, 0.09, -0.22], [0.37, 0.86, 2.39], [1.21, -2.44, -1.03], [-0.01, -1.42, 1.16], [2.37, 0.75, -0.19], [1.75, -0.77, 1.27], [2.26, -1.05, -1.84]], "total_charge": 1, "de_lowest_kcal_mol": 96.4, "lumo_energy_ev": [-4.468, -4.468], "gap_ev": [8.660, 8.659]}

---

(4)
{"formula": "C20H12Cl2I2N3O4Rh", "method": "the ωB97M-V functional and the def2-TZVPD basis", "species": ["I", "I", "Rh", "Cl", "Cl", "O", "O", "O", "O", "N", "N", "N", "C", "C", "C", "C", "C", "C", "C", "C", "C", "C", "C", "C", "C", "C", "C", "C", "C", "C", "C", "C", "H", "H", "H", "H", "H", "H", "H", "H", "H", "H", "H", "H"], "coordinates": [[5.71, -3.01, 1.22], [3.78, 2.73, 1.11], [-0.25, 0.35, -0.89], [-2.89, 4.57, -0.99], [-4.31, 2.90, 3.88], [-1.28, 2.08, -1.00], [1.33, 1.18, -0.04], [-1.72, -0.53, -1.86], [-2.51, -1.24, -3.79], [0.84, -1.29, -0.72], [0.49, 0.59, -2.89], [-1.14, 0.21, 0.86], [-2.81, 3.42, 0.26], [2.04, -1.04, -0.13], [-3.42, 2.63, 2.45], [-2.63, 1.45, 2.33], [-1.00, -0.74, 1.83], [-1.65, -0.64, 3.03], [-1.98, 2.26, 0.07], [3.52, 0.68, 0.76], [-0.43, -0.05, -3.84], [-2.49, 0.46, 3.31], [0.50, -2.59, -0.98], [4.47, -0.27, 1.03], [-3.51, 3.59, 1.43], [-1.93, 1.30, 1.11], [2.27, 0.31, 0.19], [1.36, -3.62, -0.73], [-1.68, -0.67, -3.12], [4.20, -1.62, 0.74], [2.63, -3.37, -0.16], [2.99, -2.06, 0.15], [-1.52, -1.41, 3.77], [1.07, -4.63, -0.96], [-4.13, 4.46, 1.57], [1.44, 0.23, -3.00], [3.30, -4.20, 0.03], [5.41, 0.01, 1.46], [-3.01, 0.53, 4.25], [-0.49, -2.74, -1.40], [0.06, -0.87, -4.37], [-0.80, 0.66, -4.58], [0.52, 1.60, -3.04], [-0.37, -1.59, 1.60]], "lumo_energy_ev": -1.211, "gap_ev": 6.312}

---

(5)
{"formula": "C58H50AuN2O6P2", "method": "the ωB97M-V functional and the def2-TZVPD basis", "species": ["Au", "P", "P", "O", "O", "O", "O", "O", "O", "N", "N", "C", "C", "C", "C", "C", "C", "C", "C", "C", "C", "C", "C", "C", "C", "C", "C", "C", "C", "C", "C", "C", "C", "C", "C", "C", "C", "C", "C", "C", "C", "C", "C", "C", "C", "C", "C", "C", "C", "C", "C", "C", "C", "C", "C", "C", "C", "C", "C", "C", "C", "C", "C", "C", "C", "C", "C", "C", "C", "H", "H", "H", "H", "H", "H", "H", "H", "H", "H", "H", "H", "H", "H", "H", "H", "H", "H", "H", "H", "H", "H", "H", "H", "H", "H", "H", "H", "H", "H", "H", "H", "H", "H", "H", "H", "H", "H", "H", "H", "H", "H", "H", "H", "H", "H", "H", "H", "H", "H"], "coordinates": [[0.81, -1.00, -0.67], [0.40, 0.02, -2.81], [-0.39, -2.27, 0.90], [0.69, 3.16, 0.83], [2.02, -0.70, 2.81], [5.35, 0.52, -1.61], [3.75, -1.79, 0.74], [-1.87, -1.40, -1.55], [3.18, -0.21, -1.52], [0.10, 1.79, 4.18], [1.58, 1.27, 1.78], [0.71, -6.04, -0.11], [0.87, 2.36, 1.69], [2.94, -2.23, -5.02], [-2.77, -0.29, -5.41], [1.92, 0.35, -5.19], [-2.94, -3.33, 1.30], [1.88, 6.18, 3.33], [-2.69, -2.16, -0.78], [1.11, 3.91, 3.63], [-0.32, -0.10, 2.64], [-0.88, 2.48, -2.55], [5.16, 0.07, 1.34], [-1.23, -0.40, -3.56], [4.84, -1.08, 0.42], [0.94, 5.19, 3.10], [-0.50, -1.65, 5.02], [5.97, -1.93, -0.08], [1.56, -0.47, -4.12], [3.01, 5.91, 4.08], [0.33, 1.84, -2.78], [-3.48, -1.33, -3.34], [-2.14, -2.59, 0.43], [1.50, 2.59, -2.88], [-3.97, 4.11, 2.77], [-5.14, -3.21, -3.27], [3.20, 4.64, 4.60], [-1.31, 3.29, 3.00], [1.45, 3.97, -2.81], [-1.94, 3.98, 4.05], [-4.24, -3.64, 0.95], [0.33, -3.93, 0.99], [4.34, -0.02, -1.28], [-0.56, -1.60, 2.58], [0.23, 4.61, -2.61], [-5.68, -0.98, -2.21], [2.80, -0.12, -6.16], [2.07, -1.77, -4.05], [-4.56, -2.00, -2.50], [-2.03, 3.02, 1.84], [-3.26, 4.38, 3.93], [0.04, -4.83, -0.04], [-3.98, -2.48, -1.17], [-4.75, -3.22, -0.28], [-3.73, -0.92, -4.65], [-0.71, 0.58, 3.98], [2.26, 3.64, 4.37], [3.31, -1.41, -6.08], [-2.22, -1.06, -2.83], [-3.35, 3.43, 1.73], [1.99, -5.45, 1.84], [-0.59, -2.31, 3.71], [-0.93, 3.86, -2.46], [1.68, -6.35, 0.83], [0.11, 2.83, 3.27], [-0.51, -0.33, 5.15], [1.33, -4.23, 1.92], [1.21, 0.14, 2.43], [-1.52, -0.03, -4.87], [-4.35, -3.93, -3.49], [-5.28, -0.13, -1.65], [-4.87, -4.21, 1.62], [-0.71, -4.57, -0.78], [-6.10, -0.61, -3.14], [1.73, 7.17, 2.90], [-5.00, 4.42, 2.68], [0.19, 5.69, -2.56], [5.44, -0.33, 2.32], [6.67, -1.34, -0.65], [-2.99, 0.01, -6.43], [-6.48, -1.44, -1.63], [1.80, -2.40, -3.21], [-0.64, -3.39, 3.69], [3.08, 0.53, -6.98], [-1.87, 4.36, -2.27], [-0.76, 0.47, -5.46], [2.36, 4.55, -2.91], [3.28, -1.38, 1.48], [3.34, -3.24, -4.95], [-1.76, 0.89, 3.95], [-0.86, 0.40, 1.82], [2.76, -5.69, 2.56], [2.47, 2.66, 4.77], [-2.53, -3.66, 2.24], [-0.43, 0.14, 6.13], [-3.73, 4.91, 4.75], [-0.40, -2.29, 5.89], [-5.76, -3.48, -0.54], [-3.90, 3.21, 0.82], [2.46, 2.09, -2.99], [-1.38, 4.19, 4.95], [-5.91, -3.71, -2.68], [-4.71, -1.10, -5.08], [3.75, 6.68, 4.25], [-5.59, -2.89, -4.20], [6.48, -2.35, 0.79], [0.06, 5.41, 2.50], [-1.79, 1.90, -2.43], [4.08, 4.42, 5.19], [4.30, 0.73, 1.47], [-1.57, 2.51, 1.01], [0.48, -6.73, -0.91], [2.21, -7.30, 0.77], [1.53, 1.36, -5.25], [5.58, -2.75, -0.68], [0.99, 1.57, 4.61], [3.99, -1.76, -6.83], [1.59, -3.51, 2.68], [5.99, 0.65, 0.94]], "total_charge": 1, "de_lowest_kcal_mol": 80.0, "multiplicity": 3, "lumo_energy_ev": [-2.246, -4.964], "s_squared": 2.01, "gap_ev": [7.746, 5.526]}

---

(6)
{"formula": "C35H53N7O2PSTi", "method": "the ωB97M-V functional and the def2-TZVPD basis", "species": ["Ti", "S", "P", "O", "O", "N", "N", "N", "N", "N", "N", "N", "C", "C", "C", "C", "C", "C", "C", "C", "C", "C", "C", "C", "C", "C", "C", "C", "C", "C", "C", "C", "C", "C", "C", "C", "C", "C", "C", "C", "C", "C", "C", "C", "C", "C", "C", "H", "H", "H", "H", "H", "H", "H", "H", "H", "H", "H", "H", "H", "H", "H", "H", "H", "H", "H", "H", "H", "H", "H", "H", "H", "H", "H", "H", "H", "H", "H", "H", "H", "H", "H", "H", "H", "H", "H", "H", "H", "H", "H", "H", "H", "H", "H", "H", "H", "H", "H", "H", "H"], "coordinates": [[-0.81, 0.57, 0.39], [-2.32, -1.88, -0.31], [1.79, -2.37, -2.07], [-2.64, 1.11, -0.07], [-0.41, 0.70, -1.44], [-0.69, 4.42, 2.53], [-1.95, -3.38, 1.85], [-2.27, 2.72, 2.49], [1.29, 0.36, 0.88], [-0.82, -0.14, 2.38], [-3.61, -4.06, 0.44], [-0.54, 2.63, 1.00], [3.64, 0.61, 0.46], [-3.07, 1.76, -1.05], [-0.63, -0.90, 5.06], [-2.30, 1.91, -2.26], [-1.54, 5.18, 3.44], [2.86, 0.25, 2.70], [-2.85, 2.63, -3.35], [3.90, 0.47, 1.84], [0.56, -3.51, -2.87], [2.34, 0.55, 0.04], [-0.35, 1.43, -3.65], [-3.08, 3.26, 3.58], [-1.94, -0.49, 3.10], [3.33, -2.51, -3.07], [-2.18, 2.76, -4.53], [1.54, 0.17, 2.21], [0.53, 3.37, 0.32], [-0.92, 2.14, -4.67], [0.41, -0.16, 3.02], [0.56, 5.05, 2.10], [1.09, -4.77, -3.58], [1.18, -3.07, 0.55], [-1.14, 3.27, 1.97], [-1.90, -0.85, 4.40], [-0.35, -2.73, -3.81], [2.26, -3.27, -0.52], [-4.43, 2.36, -0.88], [0.49, -0.56, 4.37], [-1.02, 1.33, -2.42], [2.62, -4.74, -0.61], [-2.25, 4.24, 4.38], [4.37, -1.53, -2.51], [3.07, -2.19, -4.55], [-2.63, -3.17, 0.72], [1.42, 4.07, 1.33], [2.01, -5.17, -3.15], [1.46, -0.61, 4.85], [0.35, -3.77, 0.41], [1.07, 5.42, 2.99], [5.38, -1.85, -2.77], [-0.56, -1.22, 6.10], [2.24, 4.60, 0.85], [-3.82, 3.09, -3.24], [0.33, 5.92, 1.47], [1.60, -3.26, 1.54], [4.43, 0.75, -0.26], [0.61, 0.95, -3.75], [3.05, 0.13, 3.76], [4.00, -1.89, -5.04], [3.42, -4.95, -1.33], [0.10, 4.10, -0.37], [-1.13, -3.38, -4.23], [0.21, -2.32, -4.65], [4.91, 0.53, 2.21], [-0.39, 2.23, -5.61], [3.15, -2.72, -0.18], [-3.77, -4.88, 0.99], [2.97, -5.11, 0.36], [1.76, -5.35, -0.89], [-2.89, 4.79, 5.07], [2.65, -3.03, -5.10], [1.11, 2.67, -0.27], [4.21, -0.54, -2.94], [-4.34, 3.42, -0.63], [-0.85, -1.90, -3.30], [-4.94, 1.85, -0.07], [-0.05, -3.82, -2.01], [-1.23, -2.73, 2.11], [0.76, -2.06, 0.53], [-2.61, 3.32, -5.35], [-3.42, 2.43, 4.19], [1.85, 3.32, 2.00], [-2.71, 2.04, 1.89], [-2.16, -4.14, 2.48], [4.32, -1.43, -1.43], [-1.51, 3.70, 4.97], [2.07, 0.64, -1.00], [2.37, -1.35, -4.65], [1.28, -4.55, -4.63], [-4.10, -3.95, -0.43], [-2.82, -1.11, 4.91], [-5.04, 2.29, -1.78], [3.73, -3.53, -3.00], [0.35, -5.57, -3.55], [-0.89, 5.87, 3.98], [-2.87, -0.46, 2.55], [-3.96, 3.77, 3.18], [-2.26, 5.79, 2.88]], "total_charge": 1, "multiplicity": 3, "lumo_energy_ev": [-2.408, -2.656], "s_squared": 2.02, "gap_ev": [5.246, 7.067]}

---

(7)
{"formula": "C6H8BrN", "method": "the ωB97M-V functional and the def2-TZVPD basis", "species": ["Br", "N", "C", "C", "C", "C", "C", "C", "H", "H", "H", "H", "H", "H", "H", "H"], "coordinates": [[2.95, 0.21, 0.16], [-0.73, 2.13, -0.85], [0.46, -0.81, -1.07], [-1.10, 0.80, 1.14], [-1.54, 1.60, 0.14], [0.32, 0.34, 1.27], [0.98, 0.23, -0.05], [0.43, 1.77, -0.97], [-0.61, -0.89, -0.93], [0.58, -0.46, -2.02], [0.72, -1.89, -0.94], [1.12, 2.38, -1.68], [-1.78, 0.59, 2.07], [-2.58, 1.95, 0.08], [0.90, 0.94, 2.07], [0.27, -0.77, 1.76]], "smiles": "C[C@@]1(Br)C=NC=CC1", "de_lowest_kcal_mol": 33.6, "lumo_energy_ev": 0.544, "gap_ev": 9.546}

---

(8)
{"formula": "C7H8", "method": "the ωB97M-V functional and the def2-TZVPD basis", "species": ["C", "C", "C", "C", "C", "C", "C", "H", "H", "H", "H", "H", "H", "H", "H"], "coordinates": [[-0.60, -0.81, 0.48], [0.35, 0.58, -1.43], [0.41, 0.29, 0.08], [1.77, -0.08, 0.48], [2.89, -0.38, 0.81], [-1.96, -0.26, 0.57], [-3.04, 0.27, 0.68], [0.14, 1.20, 0.62], [3.88, -0.65, 1.10], [-0.56, -1.63, -0.24], [-0.32, -1.23, 1.46], [-0.65, 0.89, -1.72], [-3.99, 0.73, 0.79], [1.06, 1.38, -1.69], [0.62, -0.31, -2.00]], "smiles": "C#CC[C@H](C)C#C", "de_lowest_kcal_mol": 85.2, "lumo_energy_ev": 1.035, "gap_ev": 10.981}

---

(9)
{"formula": "C5H9ClS", "method": "the ωB97M-V functional and the def2-TZVPD basis", "species": ["Cl", "S", "C", "C", "C", "C", "C", "H", "H", "H", "H", "H", "H", "H", "H", "H"], "coordinates": [[2.46, -0.48, 0.72], [0.86, 1.39, -1.06], [-1.51, 0.19, -0.26], [-0.03, 1.21, 1.65], [1.07, -0.21, -0.31], [0.73, -1.45, -1.30], [-0.04, 0.58, 0.27], [1.63, -1.75, -1.89], [0.39, -2.34, -0.70], [-0.15, -1.07, -1.97], [-0.64, 0.57, 2.31], [-2.14, 1.01, -0.14], [-1.84, -0.74, 0.33], [-1.41, -0.20, -1.18], [0.94, 1.08, 1.98], [-0.33, 2.21, 1.55]], "smiles": "CC1(C)S[C@@]1(C)Cl", "de_lowest_kcal_mol": 17.2, "lumo_energy_ev": 0.791, "gap_ev": 9.675}

---

(10)
{"formula": "CH4N2", "method": "the ωB97M-V functional and the def2-TZVPD basis", "species": ["N", "N", "C", "H", "H", "H", "H"], "coordinates": [[0.08, -0.51, 0.01], [-1.11, 0.15, -0.10], [1.14, 0.16, 0.01], [1.26, 1.23, -0.09], [-1.86, -0.38, 0.24], [-1.06, 1.06, 0.33], [2.04, -0.37, 0.04]], "smiles": "C=NN", "de_lowest_kcal_mol": 54.3, "lumo_energy_ev": 1.272, "gap_ev": 10.506}